No. 1
126
Properties=species:S:1:pos:R:3 method="wB97M-V/def2-TZVPD" homo_ev=-10.53 homo_lumo_gap_ha=0.2539 de_lowest_kcal_mol=18.3 total_charge=+1 spin_multiplicity=1
C 1.217 1.737 -2.919
C 1.050 1.658 -1.411
C 0.218 2.862 -0.830
N 0.993 3.671 0.117
C 1.469 3.229 1.244
N 2.137 4.138 2.079
C 3.570 4.273 1.786
N 4.283 3.021 1.937
N 1.231 1.894 1.568
O 2.314 1.078 1.186
C 0.931 1.670 2.996
C -0.470 1.052 3.242
O -1.284 1.951 3.994
O 0.552 0.448 -0.878
C -0.564 -0.164 -1.552
C -0.118 -1.439 -2.238
C 0.331 -1.477 -3.527
C 0.761 -2.679 -4.052
C 0.745 -3.807 -3.282
C 0.267 -3.771 -1.998
C -0.161 -2.581 -1.476
H 1.647 2.720 -3.140
H 1.897 0.987 -3.312
H 0.274 1.705 -3.468
H 2.050 1.768 -0.991
H -0.658 2.433 -0.346
H -0.100 3.479 -1.669
H 1.161 4.638 -0.134
H 1.662 5.036 2.068
H 3.954 4.989 2.525
H 3.783 4.728 0.810
H 5.277 3.218 1.960
H 4.050 2.579 2.820
H 1.917 0.235 0.912
H 1.024 2.557 3.623
H 1.668 0.958 3.370
H -0.330 0.173 3.880
H -0.973 0.806 2.311
H -0.819 2.217 4.793
H -1.251 -0.479 -0.761
H -1.129 0.513 -2.198
H 0.370 -0.605 -4.158
H 1.134 -2.679 -5.068
H 1.117 -4.730 -3.710
H 0.239 -4.645 -1.358
H -0.535 -2.524 -0.460
C 2.136 -4.426 2.464
C 1.373 -5.495 1.721
O 0.900 -5.282 0.625
C 1.227 -6.828 2.401
H 2.166 -3.519 1.861
H 1.643 -4.207 3.412
H 3.158 -4.758 2.651
H 0.693 -6.707 3.343
H 2.212 -7.262 2.584
H 0.660 -7.502 1.763
C -1.369 -1.614 -8.320
C -1.510 -1.581 -6.820
O -0.795 -0.885 -6.129
C -2.577 -2.449 -6.203
H -0.573 -0.953 -8.625
H -1.130 -2.630 -8.644
H -2.298 -1.288 -8.788
H -2.389 -3.497 -6.441
H -3.559 -2.156 -6.578
H -2.564 -2.327 -5.121
C 1.019 5.172 5.380
C 2.039 6.270 5.231
O 2.099 6.931 4.215
C 2.970 6.492 6.387
H 0.420 5.125 4.470
H 1.529 4.217 5.524
H 0.359 5.366 6.226
H 3.541 5.576 6.563
H 2.402 6.754 7.281
H 3.654 7.306 6.154
C 6.122 2.026 6.017
C 5.546 3.385 6.321
O 4.348 3.556 6.419
C 6.522 4.521 6.497
H 5.314 1.304 5.915
H 6.687 2.060 5.083
H 6.778 1.709 6.828
H 7.103 4.659 5.584
H 7.195 4.307 7.329
H 5.980 5.439 6.712
C -0.091 1.724 -12.196
C -0.919 0.935 -11.212
O -0.409 0.347 -10.285
C -2.412 0.914 -11.436
H 0.959 1.656 -11.920
H -0.220 1.319 -13.201
H -0.394 2.772 -12.183
H -2.637 0.475 -12.409
H -2.811 1.928 -11.391
H -2.887 0.314 -10.662
C -3.167 -0.433 5.048
C -2.737 -1.805 5.510
O -1.736 -1.958 6.171
C -3.606 -2.973 5.108
H -2.455 0.304 5.406
H -3.191 -0.399 3.958
H -4.154 -0.193 5.447
H -3.654 -3.045 4.020
H -4.611 -2.847 5.511
H -3.180 -3.893 5.504
C -4.003 -6.317 3.690
C -2.644 -6.510 3.061
O -1.747 -7.057 3.661
C -2.462 -5.992 1.654
H -3.998 -6.732 4.696
H -4.240 -5.253 3.748
H -4.764 -6.829 3.100
H -2.635 -4.915 1.627
H -3.161 -6.491 0.980
H -1.448 -6.192 1.316
C -5.281 -0.407 -1.759
C -5.225 -0.059 -3.228
O -5.557 -0.851 -4.077
C -4.732 1.323 -3.588
H -5.650 -1.424 -1.643
H -4.283 -0.341 -1.321
H -5.956 0.275 -1.239
H -3.711 1.461 -3.227
H -5.383 2.079 -3.146
H -4.741 1.439 -4.670


No. 2
131
Properties=species:S:1:pos:R:3 method="wB97M-V/def2-TZVPD" homo_ev=-8.27 homo_lumo_gap_ha=0.3135 spin_multiplicity=1
C 0.706 -1.377 2.023
C 1.309 -0.054 1.507
C 0.238 0.813 0.796
C -0.324 1.803 1.829
C 0.617 1.354 -0.601
C 1.259 0.211 -1.421
C 0.501 -0.293 -2.621
C 0.907 0.156 -4.010
N -0.407 -1.162 -2.430
O -0.705 1.489 -1.267
C -1.245 2.732 -1.280
S -2.824 2.874 -0.308
S -1.671 3.232 -3.020
C -2.507 1.765 -3.628
C -3.786 1.443 -2.904
O -3.799 0.676 -1.946
O -4.892 2.064 -3.351
C -6.098 1.401 -3.015
C -6.672 1.842 -1.668
C -6.559 0.814 -0.544
O -6.078 3.101 -1.284
C -6.981 4.053 -0.938
O -7.702 4.621 -1.754
C -7.057 4.424 0.520
S -5.601 3.848 1.454
C -0.111 3.673 -0.768
O -0.144 4.857 -1.550
C -0.290 6.078 -0.847
C -1.706 6.628 -0.936
C -2.385 6.828 0.430
O -1.579 7.889 -1.597
C 1.154 2.831 -0.829
C 1.845 2.886 -2.213
C 2.272 4.182 -2.898
O 2.588 4.118 -4.081
O 2.401 5.364 -2.265
C 2.146 3.419 0.229
C 3.073 2.454 0.979
C 4.305 3.239 1.485
O 3.505 1.379 0.171
H 0.366 -1.298 3.047
H -0.051 -1.765 1.352
H 1.511 -2.105 2.018
H 1.719 0.445 2.375
H 2.129 -0.325 0.860
H -0.567 0.123 0.587
H 0.142 2.781 1.827
H -0.153 1.392 2.818
H -1.393 1.933 1.756
H 1.338 -0.693 -0.835
H 2.281 0.425 -1.691
H 0.377 1.068 -4.271
H 1.966 0.389 -4.012
H 0.726 -0.634 -4.725
H -0.826 -1.444 -3.313
H -2.627 4.054 0.301
H -2.731 1.974 -4.668
H -1.907 0.867 -3.603
H -5.980 0.326 -3.031
H -6.804 1.648 -3.796
H -7.729 2.029 -1.825
H -6.037 1.227 0.306
H -7.548 0.534 -0.196
H -6.059 -0.084 -0.876
H -7.100 5.500 0.571
H -7.969 4.018 0.937
H -5.937 4.330 2.656
H -0.452 3.950 0.223
H 0.334 6.810 -1.353
H 0.065 6.027 0.180
H -2.292 5.982 -1.581
H -1.913 6.208 1.184
H -2.372 7.868 0.717
H -3.404 6.461 0.369
H -2.444 8.294 -1.657
H 1.184 2.427 -2.930
H 2.747 2.300 -2.131
H 1.939 5.372 -1.427
H 1.571 3.992 0.948
H 2.813 4.146 -0.220
H 2.572 2.113 1.869
H 4.065 4.292 1.575
H 5.158 3.109 0.831
H 4.560 2.919 2.487
H 4.105 1.753 -0.474
C 3.721 -5.093 -0.162
O 4.041 -4.843 -1.513
C 2.930 -4.412 -2.281
C 3.332 -3.393 -3.324
O 3.634 -2.107 -2.805
C 4.843 -1.933 -2.081
C 6.102 -2.012 -2.917
O 6.415 -3.351 -3.252
C 7.069 -3.477 -4.495
H 3.099 -5.989 -0.062
H 4.656 -5.250 0.373
H 3.204 -4.237 0.288
H 2.159 -3.974 -1.636
H 2.505 -5.286 -2.791
H 2.465 -3.238 -3.970
H 4.139 -3.766 -3.956
H 4.895 -2.608 -1.225
H 4.783 -0.915 -1.685
H 6.935 -1.599 -2.333
H 5.970 -1.405 -3.820
H 6.521 -2.954 -5.286
H 7.108 -4.536 -4.741
H 8.092 -3.087 -4.444
C 1.217 -6.547 7.546
O 0.646 -6.778 6.278
C -0.386 -7.749 6.294
C -1.487 -7.410 5.314
O -2.324 -6.336 5.711
C -1.805 -5.016 5.655
C -1.597 -4.474 4.258
O -0.440 -5.029 3.658
C -0.544 -5.146 2.256
H 1.812 -7.406 7.875
H 1.868 -5.679 7.459
H 0.447 -6.328 8.294
H -0.817 -7.841 7.297
H 0.049 -8.717 6.010
H -2.151 -8.277 5.265
H -1.088 -7.254 4.311
H -0.898 -4.919 6.254
H -2.573 -4.398 6.128
H -1.464 -3.386 4.321
H -2.487 -4.685 3.656
H -1.468 -5.660 1.968
H 0.303 -5.734 1.907
H -0.513 -4.160 1.780


| no. | strongest force on any atom (Eh/bohr) |
| --- | --- |
| 1 | 0.03822 |
| 2 | 0.04803 |